(i)
The following is a DFT calculation (ωB97M-V with the def2-TZVPD basis set) of 2 unconnected molecules or ions with the total composition C5H14.

Properties
**Multiplicity**: 1
**Molar mass**: 74.17 Da
**SMILES string**: CCC.CC

Element x y z (Å)
C: -1.60 0.93 0.45
C: -0.80 0.23 1.52
C: -1.18 2.40 0.31
H: -1.35 0.20 -0.53
H: -2.68 0.91 0.65
H: 0.20 0.42 1.36
H: -0.06 2.59 0.29
H: -1.00 -0.92 1.46
H: -1.07 0.35 2.58
H: -1.54 3.03 -0.55
H: -1.34 3.15 1.09
C: 2.43 -1.80 -0.86
C: 0.95 -1.72 -1.40
H: 3.04 -2.68 -1.06
H: 2.88 -0.82 -1.23
H: 2.26 -1.71 0.33
H: 0.72 -1.89 -2.44
H: 0.24 -2.23 -0.78
H: 0.92 -0.65 -1.32


(ii)
The following is a DFT calculation (ωB97M-V with the def2-TZVPD basis set) of 2 unconnected molecules or ions with the total composition C5H14.

Properties
**Multiplicity**: 1
**Molar mass**: 74.17 Da
**SMILES string**: CCC.CC

Element x y z (Å)
C: -1.25 2.78 0.67
C: -1.83 2.25 1.99
H: -1.13 3.85 0.72
H: -0.31 2.27 0.47
H: -1.95 2.55 -0.13
H: -1.96 1.18 2.01
H: -1.13 2.43 2.81
H: -2.84 2.63 2.16
C: 0.93 -2.11 -0.47
C: 2.07 -2.60 -1.39
C: 0.30 -0.80 -0.95
H: 0.16 -2.88 -0.42
H: 1.34 -2.07 0.53
H: 1.92 -2.23 -2.41
H: 0.96 -0.37 -1.70
H: -0.69 -0.95 -1.36
H: 0.16 -0.09 -0.13
H: 3.02 -2.16 -1.07
H: 2.23 -3.68 -1.34


(iii)
The following is a DFT calculation (ωB97M-V with the def2-TZVPD basis set) of 2 unconnected molecules or ions with the total composition C5H14.

Properties
**Multiplicity**: 1
**Molar mass**: 74.17 Da
**SMILES string**: CCC.CC

Element x y z (Å)
C: -0.97 -1.01 0.98
C: -1.53 -1.44 2.35
C: 0.29 -1.74 0.42
H: -0.73 0.05 1.08
H: -1.75 -1.13 0.24
H: -1.46 -0.64 3.08
H: -2.61 -1.52 2.25
H: 1.03 -1.00 0.14
H: -1.11 -2.37 2.75
H: -0.05 -2.31 -0.44
H: 0.72 -2.40 1.17
C: 1.36 1.53 -1.20
C: 0.70 2.36 -2.30
H: 1.65 0.56 -1.59
H: 2.23 1.99 -0.74
H: 0.64 1.39 -0.38
H: 1.28 2.28 -3.23
H: -0.30 1.96 -2.47
H: 0.61 3.42 -2.11


What is the stability order? It is (ii), (iii), (i), from most stable to least stable.